Below is 3 unconnected molecules or ions with the total composition C2H10O2S at a distorted geometry, with properties calculated with ωB97M-V with the def2-TZVPD basis set.

XYZ file:
```
15
Properties=species:S:1:pos:R:3
C 0.44 -0.12 1.07
S 2.04 -0.92 0.73
C 1.69 -1.52 -0.95
H 0.45 0.89 0.67
H 0.28 -0.08 2.14
H -0.36 -0.64 0.56
H 2.57 -1.33 -1.58
H 1.48 -2.57 -0.91
H 0.96 -0.91 -1.49
H -1.98 3.47 -0.60
H -1.31 2.72 -1.85
O -1.57 2.65 -0.91
H -3.10 0.87 -0.62
H -3.21 -0.60 -0.58
O -3.60 0.18 -0.17
```

charge = -1
total energy = -17165.32746 eV
LUMO level (alpha / beta) = 3.07 / 2.99 eV
energy relative to the best compared isomer or geometry (same formula, charge and spin) = 0.8 kcal/mol
spin multiplicity = 2
<S²> = 0.750
frontier orbital gap (alpha / beta) = 2.3 / 8.7 eV


Below is 3 unconnected molecules or ions with the total composition C2H10O2S at a distorted geometry, with properties calculated with ωB97M-V with the def2-TZVPD basis set.

XYZ file:
```
15
Properties=species:S:1:pos:R:3
C -0.07 -1.01 0.90
C -1.06 -1.89 0.24
S -0.72 -2.29 -1.54
H 0.79 -1.60 1.28
H -0.43 -0.45 1.77
H 0.49 -0.29 0.29
H -1.22 -2.90 0.62
H -2.07 -1.51 0.37
H -0.64 -0.96 -1.86
O -0.39 2.18 -1.50
H 0.50 2.47 -1.41
H -0.87 2.35 -0.69
O 1.95 2.36 0.39
H 1.27 1.96 0.97
H 2.48 1.58 0.17
```

total energy = -17165.98160 eV
LUMO level = 0.47 eV
energy relative to the best compared isomer or geometry (same formula, charge and spin) = 11.8 kcal/mol
SMILES = CCS.O.O
spin multiplicity = 1
frontier orbital gap = 9.5 eV


Below is 3 unconnected molecules or ions with the total composition C2H10O2S2 at a distorted geometry, with properties calculated with ωB97M-V with the def2-TZVPD basis set.

XYZ file:
```
16
Properties=species:S:1:pos:R:3
C 0.95 -2.57 -0.97
S 0.66 -0.81 -0.71
S -1.12 -0.21 -1.43
C -2.00 0.27 0.07
H 1.46 -2.74 -1.92
H 1.73 -2.79 -0.23
H 0.06 -3.18 -0.86
H -2.89 -0.35 0.11
H -1.37 0.09 0.94
H -2.27 1.32 0.13
O 2.59 1.86 1.14
H 2.15 2.45 0.52
H 2.27 0.99 0.88
O -0.60 2.21 2.86
H -1.14 1.77 3.53
H 0.19 2.55 3.29
```

total energy = -28001.44360 eV
LUMO level = 0.73 eV
energy relative to the best compared isomer or geometry (same formula, charge and spin) = 15.6 kcal/mol
SMILES = CSSC.O.O
spin multiplicity = 1
frontier orbital gap = 9.2 eV


Below is 3 unconnected molecules or ions with the total composition C2H10O2S2 at a distorted geometry, with properties calculated with ωB97M-V with the def2-TZVPD basis set.

XYZ file:
```
16
Properties=species:S:1:pos:R:3
C -1.28 -0.57 2.78
C -0.80 -0.23 1.38
S 0.86 -0.75 1.06
S 1.00 -0.47 -0.92
H -0.44 -0.47 3.48
H -1.90 0.22 3.12
H -1.70 -1.57 2.81
H -1.49 -0.48 0.56
H -0.87 0.86 1.20
H 2.34 -0.39 -0.94
H 0.15 -0.06 -4.49
H -0.60 -0.49 -3.22
O -0.71 -0.37 -4.17
H 0.09 3.46 0.78
H -0.85 2.42 0.10
O -0.83 3.20 0.65
```

charge = +1
total energy = -27992.66336 eV
LUMO level (alpha / beta) = -5.10 / -8.38 eV
energy relative to the best compared isomer or geometry (same formula, charge and spin) = 24.7 kcal/mol
spin multiplicity = 2
<S²> = 0.754
frontier orbital gap (alpha / beta) = 9.6 / 6.3 eV


Below is 4 unconnected molecules or ions with the total composition C2H10O3 at a distorted geometry, with properties calculated with ωB97M-V with the def2-TZVPD basis set.

XYZ file:
```
15
Properties=species:S:1:pos:R:3
C 1.01 1.82 0.69
C 0.82 1.45 2.01
H 0.20 1.73 -0.03
H 1.96 2.20 0.39
H -0.13 1.05 2.36
H 1.55 1.58 2.74
O -1.13 -1.89 -1.29
H -0.38 -1.90 -0.71
H -1.14 -2.73 -1.64
O -1.53 0.99 -1.45
H -1.41 -0.02 -1.46
H -2.38 1.10 -0.94
O 1.11 -1.58 0.43
H 1.86 -2.05 0.87
H 1.22 -0.67 0.71
```

total energy = -8377.86651 eV
LUMO level = 0.72 eV
energy relative to the best compared isomer or geometry (same formula, charge and spin) = 15.8 kcal/mol
SMILES = C=C.O.O.O
spin multiplicity = 1
frontier orbital gap = 10.9 eV


Below is 4 unconnected molecules or ions with the total composition C2H10O5 at a distorted geometry, with properties calculated with ωB97M-V with the def2-TZVPD basis set.

XYZ file:
```
17
Properties=species:S:1:pos:R:3
C -1.03 0.82 0.08
C 0.07 0.19 -0.84
O 1.24 0.62 -1.33
O 0.01 -1.22 -0.79
H -0.42 1.21 0.95
H -1.66 1.65 -0.37
H -1.78 0.11 0.52
H 1.02 -1.11 -0.69
O 1.96 1.25 0.85
H 1.68 1.20 -0.23
H 2.88 1.40 0.84
O 1.44 -1.11 1.25
H 1.02 -0.81 2.00
H 1.28 -0.16 0.83
O -2.81 -1.59 -1.22
H -1.80 -1.58 -1.19
H -3.10 -0.88 -0.66
```

total energy = -12470.51753 eV
LUMO level = -0.81 eV
energy relative to the best compared isomer or geometry (same formula, charge and spin) = 99.7 kcal/mol
SMILES = CC(=O)O.O.O.O
spin multiplicity = 1
frontier orbital gap = 9.7 eV


Below is 4 unconnected molecules or ions with the total composition C2H10O5 at a distorted geometry, with properties calculated with ωB97M-V with the def2-TZVPD basis set.

XYZ file:
```
17
Properties=species:S:1:pos:R:3
C -0.25 -2.09 0.23
C -0.13 -0.60 0.02
O 0.77 0.07 0.50
O -1.09 -0.11 -0.74
H -0.97 -2.29 1.02
H 0.72 -2.44 0.56
H -0.50 -2.63 -0.67
H -0.93 0.79 -1.01
O 1.16 0.98 -2.25
H 1.95 1.25 -2.74
H 1.60 0.68 -1.44
O 1.31 -0.89 3.07
H 1.18 -0.43 2.22
H 0.50 -0.70 3.54
O -1.94 2.56 -1.07
H -2.20 2.73 -0.15
H -1.17 3.13 -1.09
```

total energy = -12474.37822 eV
LUMO level = 0.40 eV
energy relative to the best compared isomer or geometry (same formula, charge and spin) = 10.6 kcal/mol
SMILES = CC(=O)O.O.O.O
spin multiplicity = 1
frontier orbital gap = 11.2 eV


Below is C2H10OSi2 in the gas phase at a distorted geometry, with properties calculated with ωB97M-V with the def2-TZVPD basis set.

XYZ file:
```
15
Properties=species:S:1:pos:R:3
C -1.38 -0.64 1.58
Si -0.35 -0.23 0.03
C -0.79 1.44 -0.81
O -0.79 -1.42 -0.95
Si 2.33 -0.25 -0.23
H -2.34 -1.09 1.14
H -0.98 -1.41 2.18
H -1.66 0.40 1.98
H -0.50 2.21 -0.23
H -0.34 1.66 -1.77
H -2.00 1.48 -0.78
H -0.10 -1.61 -1.67
H 2.61 0.49 1.05
H 3.40 -1.36 -0.03
H 2.90 0.34 -1.49
```

total energy = -20038.14457 eV
LUMO level = 0.49 eV
energy relative to the best compared isomer or geometry (same formula, charge and spin) = 14.2 kcal/mol
SMILES = C[Si](C)(O)[SiH3]
spin multiplicity = 1
frontier orbital gap = 9.3 eV


Below is 2 unconnected molecules or ions with the total composition C2H10OSi3 at a distorted geometry, with properties calculated with ωB97M-V with the def2-TZVPD basis set.

XYZ file:
```
16
Properties=species:S:1:pos:R:3
C -0.57 -0.50 -1.11
C 0.14 -1.65 -0.50
O 0.15 0.63 -1.05
Si 1.69 0.96 -0.90
Si -2.23 -0.24 -1.71
Si -1.31 1.49 3.99
H 0.31 -1.51 0.59
H 1.04 -1.90 -1.03
H -0.46 -2.52 -0.71
H 2.12 0.64 -2.38
H 2.50 0.11 -0.01
H 1.62 2.17 -0.19
H -2.59 0.97 -2.55
H -3.51 -0.77 -1.35
H -0.27 2.21 4.91
H -0.72 1.19 2.69
```

total energy = -27910.36600 eV
LUMO level = -1.13 eV
energy relative to the best compared isomer or geometry (same formula, charge and spin) = 79.9 kcal/mol
spin multiplicity = 1
frontier orbital gap = 6.2 eV


Below is 3 unconnected molecules or ions with the total composition C2H11BN3O at a distorted geometry, with properties calculated with ωB97M-V with the def2-TZVPD basis set.

XYZ file:
```
18
Properties=species:S:1:pos:R:3
B 2.53 -0.20 0.14
C -2.19 -0.08 -0.55
C -1.27 -1.15 -0.45
N 3.87 -0.14 -0.37
N -1.24 -1.86 0.64
N -0.64 2.05 0.40
O 1.31 -0.19 0.22
H -3.15 -0.08 0.16
H -2.36 0.31 -1.48
H -0.61 -1.44 -1.23
H 4.61 0.22 0.15
H 4.16 -1.03 -0.69
H -1.81 -1.49 1.38
H -0.72 -2.71 0.58
H 0.22 1.61 0.63
H -0.23 2.57 -0.40
H -1.63 0.89 -0.31
H -0.86 2.71 1.17
```

charge = +1
total energy = -9441.34131 eV
LUMO level (alpha / beta) = -3.54 / -3.54 eV
energy relative to the best compared isomer or geometry (same formula, charge and spin) = 35.3 kcal/mol
spin multiplicity = 1
frontier orbital gap (alpha / beta) = 10.0 / 10.0 eV


Below is a molecular structure, C2H11FNO7PSSi2 at a distorted geometry, with properties calculated with ωB97M-V with the def2-TZVPD basis set.

XYZ file:
```
26
Properties=species:S:1:pos:R:3
N -0.24 -1.68 3.68
P -0.05 -0.79 2.43
O -1.07 -1.23 1.26
O 1.39 -0.94 1.73
Si -0.48 1.33 3.04
F 0.41 1.73 4.28
O -0.32 2.44 1.85
Si 1.25 2.76 1.33
H -0.46 -1.12 4.50
H -0.61 -1.44 0.44
H 1.45 -1.70 1.15
H -1.89 1.32 3.45
H 2.15 1.83 2.04
H 1.30 2.54 -0.11
H 1.64 4.15 1.63
C -1.55 -0.78 -2.94
C -0.58 -1.04 -4.08
O 0.66 -0.50 -3.60
S 0.77 -0.70 -2.03
O 1.52 -1.87 -1.73
O 1.09 0.54 -1.42
O -0.77 -1.03 -1.76
H -1.89 0.25 -2.92
H -2.41 -1.45 -2.96
H -0.87 -0.54 -5.00
H -0.45 -2.10 -4.27
```

total energy = -56675.37010 eV
LUMO level = 0.23 eV
spin multiplicity = 1
frontier orbital gap = 9.4 eV


Below is 2 unconnected molecules or ions with the total composition C2H11N2O at a distorted geometry, with properties calculated with ωB97M-V with the def2-TZVPD basis set.

XYZ file:
```
16
Properties=species:S:1:pos:R:3
N -1.18 -0.80 0.85
C 0.07 -0.10 0.31
C -0.22 1.36 0.16
N -1.51 1.48 -0.53
H -1.38 -0.88 1.84
H -1.87 -0.05 0.54
H -1.31 -1.70 0.39
H 0.91 -0.37 0.95
H 0.31 -0.65 -0.61
H -0.37 1.87 1.11
H 0.61 1.85 -0.35
H -2.01 2.32 -0.25
H -1.51 1.31 -1.52
H 3.49 -1.92 -0.61
H 2.58 -0.76 -0.98
O 2.57 -1.67 -0.69
```

charge = +1
total energy = -7273.59691 eV
LUMO level = -3.25 eV
energy relative to the best compared isomer or geometry (same formula, charge and spin) = 15.6 kcal/mol
spin multiplicity = 1
frontier orbital gap = 11.3 eV